Entry 1:
2 unconnected molecules or ions with the total composition C6H12O. Source: OMol25; level of theory: wB97M-V/def2-TZVPD.

Output
* SMILES string: C1=CCC1.COC
* HOMO-LUMO gap: 10.3 eV
* relative energy (zero: lowest compared OMol25 entry of this formula, charge and spin): 265.8 kJ/mol
* HOMO: -0.3398 hartree

Structure (XYZ):
```
19
Properties=species:S:1:pos:R:3:forces:R:3
H -0.4961 0.8669 -0.6967 -0.021 0.158 0.111
C 0.9926 -1.6110 -0.0082 0.154 -0.040 0.245
H 1.5615 -2.5476 -0.1242 -0.088 0.135 0.010
H 1.4329 1.8188 1.2281 -0.170 -0.033 0.027
C 0.3698 1.5902 1.2104 0.031 0.000 0.123
H 0.4911 -1.6065 0.9623 0.097 -0.013 -0.135
H -0.8608 2.5873 -0.3500 0.030 -0.139 0.069
C -0.5013 1.1888 2.1401 0.120 0.038 0.033
C -0.6542 1.6073 0.0946 0.012 0.031 -0.192
H -2.1091 0.1575 1.0044 0.059 0.132 0.026
H -2.4798 1.8605 1.3906 0.120 -0.115 -0.032
H 1.1167 -2.3731 -2.5118 -0.086 0.131 0.042
H 1.2391 -0.5945 -2.4055 -0.098 -0.114 0.032
C 0.5565 -1.4517 -2.2856 0.056 0.009 -0.275
C -1.6739 1.1470 1.1831 -0.190 -0.032 0.023
H -0.2679 -1.3517 -2.9956 0.129 -0.020 0.077
H 1.6987 -0.7657 -0.0403 -0.108 -0.121 -0.013
O 0.0017 -1.4900 -0.9970 -0.055 -0.044 -0.004
H -0.4173 0.9675 3.2013 0.009 0.038 -0.168
```
Positions in Å, forces in eV/Å.

Entry 2:
2 unconnected molecules or ions with the total composition C5H4N2. Source: OMol25; level of theory: wB97M-V/def2-TZVPD.

Output
* HOMO-LUMO gap (alpha / beta): 6.7 / 9.1 eV
* relative energy (zero: lowest compared OMol25 entry of this formula, charge and spin): 693.1 kJ/mol
* HOMO (alpha / beta): -0.3492 / -0.3548 hartree

Structure (XYZ):
```
11
Properties=species:S:1:pos:R:3:forces:R:3
C -0.4707 1.3874 -0.4729 0.284 -0.101 -0.077
H -0.8917 -1.0619 1.6529 -0.073 0.195 -0.434
H -0.0666 2.1012 -1.1797 -0.027 -0.109 0.181
C 0.1552 0.4457 0.2819 -0.743 -0.924 -0.317
H -0.8717 -2.0451 -1.0121 -0.044 0.120 0.198
C 1.4155 -0.1603 0.1188 0.729 -0.051 -0.129
N -1.8697 1.2716 -0.3213 -0.325 -0.118 0.528
C -0.9323 -0.2858 0.8874 -0.323 0.827 -0.286
H 3.3340 -1.2619 -0.2806 0.091 -0.272 -0.127
C 2.3782 -0.8257 -0.1515 0.133 0.537 0.385
N -2.1415 0.3028 0.4742 0.297 -0.103 0.078
```
Positions in Å, forces in eV/Å.

Entry 3:
2 unconnected molecules or ions with the total composition C5H8O2. Source: OMol25; level of theory: wB97M-V/def2-TZVPD.

Output
* SMILES string: C=CCC=O.C=O
* HOMO-LUMO gap: 10.5 eV
* relative energy (zero: lowest compared OMol25 entry of this formula, charge and spin): 207.4 kJ/mol
* HOMO: -0.3532 hartree

Structure (XYZ):
```
15
Properties=species:S:1:pos:R:3:forces:R:3
C 0.7413 0.3223 -1.3979 0.379 0.360 0.207
C 0.2613 -1.2128 0.6368 -0.045 -0.024 0.013
H 0.8771 -0.7755 2.5979 -0.007 0.014 -0.194
O -1.7237 1.1309 -0.8524 -0.086 0.113 0.242
C -1.5843 1.5929 0.2510 -0.046 -0.008 -0.021
C 0.9706 -0.5418 1.5390 0.020 0.025 0.025
H 0.4771 0.4851 -2.4618 0.032 -0.036 0.086
H -0.7145 -1.1880 -1.2775 0.123 -0.002 0.062
H 0.9259 -1.7736 -1.3347 -0.060 0.106 0.063
H -2.4454 1.7090 0.9388 0.099 -0.012 -0.106
H 1.6511 0.2537 1.2479 -0.133 -0.212 0.117
C 0.2836 -1.0152 -0.8569 0.012 0.082 0.016
H -0.4198 -1.9981 0.9740 0.177 0.136 -0.044
H -0.5966 1.9134 0.6284 -0.071 -0.028 -0.101
O 1.3747 1.1642 -0.7968 -0.394 -0.514 -0.365
```
Positions in Å, forces in eV/Å.

Number 1: DFT total energy -8461.5993 eV. Number 2: DFT total energy -8222.3096 eV. Number 3: DFT total energy -9407.6824 eV.